Below is a gas-phase ion, C5H13N2O (charge +1), with properties calculated with the ωB97M-V functional and the def2-TZVPD basis.

Each line ends with the Mulliken charge.
Geometry (Å):
1 N -0.93199 0.71062 2.18959  -0.662
2 C 0.10642 1.70088 1.88107  -0.628
3 C 0.60355 1.46418 0.46743  -0.847
4 C 1.20699 0.06382 0.25096  -0.945
5 C 0.37418 -0.87470 -0.59783  -0.001
6 N -1.05895 -0.82892 -0.09098  -0.196
7 C 0.37461 -0.72060 -2.12053  -0.183
8 O -0.30340 -1.44675 -2.78090  -0.409
9 H -0.56520 0.04762 2.86680  0.259
10 H -1.74982 1.11215 2.62176  0.225
11 H -0.23788 2.72761 1.92653  0.413
12 H 0.96007 1.62403 2.53476  0.319
13 H 1.27429 2.24401 0.14905  0.437
14 H -0.24050 1.57360 -0.23558  0.428
15 H 2.20272 0.16480 -0.15745  0.466
16 H 1.41010 -0.45611 1.16685  0.475
17 H 0.71185 -1.88034 -0.43019  0.425
18 H -1.18681 -0.14823 0.67990  0.274
19 H -1.68346 -0.60438 -0.87016  0.385
20 H -1.32226 -1.76558 0.19637  0.368
21 H 1.01019 0.06082 -2.53641  0.399

Forces on atoms 1 to 2 (eV/Å):
N 0.0 -0.3 0.3
C 0.3 0.2 -0.8

Charge   +1
Electronic energy   -10416.7485 eV
Frontier orbital gap   10.9 eV
SMILES   NCCC[C@@H]([NH3+])C=O
HOMO energy   -0.5316 Ha

=====

Below is a gas-phase ion, C5H13N2O (charge +1), with properties calculated with the ωB97M-V functional and the def2-TZVPD basis.

Each line ends with the Mulliken charge.
Geometry (Å):
1 C 0.29124 -1.82282 -1.21057  -1.511
2 C -0.24699 -0.37305 -1.13712  0.493
3 C -0.43864 0.27546 -2.51034  -0.224
4 O -1.04551 1.29712 -2.65731  -0.421
5 N 0.67358 0.37709 -0.27602  -0.399
6 C 0.11175 1.49592 0.49103  -0.479
7 C -0.47772 0.90463 1.76048  -0.747
8 N 0.22895 -0.30949 2.21176  -0.178
9 H 1.36614 -1.84018 -1.38879  0.330
10 H -0.00668 -2.31372 -0.28585  0.409
11 H -0.14008 -2.31096 -2.08660  0.469
12 H -1.23655 -0.45924 -0.67839  0.173
13 H -0.00837 -0.27218 -3.37343  0.344
14 H 1.53859 0.64773 -0.71850  0.250
15 H 0.89780 2.21472 0.72819  0.467
16 H -0.65904 2.06662 -0.03324  0.274
17 H -0.61850 1.63022 2.55345  0.429
18 H -1.49994 0.55184 1.59194  0.358
19 H -0.37561 -0.87285 2.81091  0.364
20 H 1.02565 -0.12082 2.82890  0.365
21 H 0.61992 -0.76603 1.37950  0.233

Forces on atoms 1 to 2 (eV/Å):
C -0.4 0.9 -0.8
C 0.7 -1.0 -0.2

Charge   +1
Electronic energy   -10416.2922 eV
Frontier orbital gap   9.4 eV
SMILES   C[C@H](C=O)NCC[NH3+]
HOMO energy   -0.4742 Ha

=====

Below is a gas-phase ion, C5H13N2O (charge +2), with properties calculated with the ωB97M-V functional and the def2-TZVPD basis.

Each line ends with the Mulliken charge.
Geometry (Å):
1 N 1.14355 -2.05293 0.25746  -0.230
2 C -0.15254 -1.64468 1.01033  -0.586
3 C -0.83289 -0.63568 0.05683  -0.759
4 N -0.52445 0.67162 0.56466  0.266
5 C -1.64606 1.25739 1.30269  -0.938
6 C -0.17021 1.60849 -0.65573  -0.429
7 C 0.93576 1.17279 -1.52114  -0.217
8 O 1.40501 0.10455 -1.25524  -0.498
9 H 1.00792 -1.86546 -0.80396  0.384
10 H 1.34223 -2.96340 0.25700  0.281
11 H 1.82465 -1.34671 0.56572  0.396
12 H -0.78499 -2.47651 1.31104  0.350
13 H 0.27571 -1.32321 2.03272  0.401
14 H -0.45153 -0.72859 -0.99272  0.556
15 H -1.90609 -0.94043 -0.05033  0.465
16 H -1.37712 2.28603 1.68373  0.394
17 H -1.72677 0.65265 2.21559  0.394
18 H -2.70841 1.18137 0.81454  0.383
19 H -0.19380 2.63957 -0.24232  0.461
20 H -1.00416 1.47775 -1.37372  0.379
21 H 1.32413 1.68994 -2.28816  0.548

Forces on atoms 1 to 2 (eV/Å):
N -2.7 5.2 -2.2
C 1.9 -0.5 0.8

Charge   +2
2S+1   2
Electronic energy   -10401.8036 eV
Frontier orbital gap (alpha / beta)   11.7 / 6.7 eV
HOMO energy (alpha / beta)   -0.7013 / -0.7007 Ha

=====

Below is 2 unconnected molecules or ions with the total composition C5H13N2O2P, with properties calculated with the ωB97M-V functional and the def2-TZVPD basis.

Each line ends with the Mulliken charge.
Geometry (Å):
1 C -1.74045 0.70614 -0.39454  -0.404
2 C -3.24303 0.62922 -0.49229  -0.445
3 C -2.54610 -0.50341 1.47711  -0.532
4 C 1.34334 -1.47120 -0.03334  -1.327
5 C 3.36920 0.19514 -0.92728  -1.128
6 N -1.47960 -0.16639 0.77535  0.234
7 N -3.57858 0.17948 0.77289  -0.252
8 O 2.75038 0.00445 1.68250  -0.556
9 O 1.30181 1.40942 0.17206  -0.683
10 P 2.10383 0.14900 0.23299  1.195
11 H -1.11646 0.49520 -1.24587  0.347
12 H -1.48468 1.73499 -0.01833  0.202
13 H -3.70589 1.61318 -0.67691  0.225
14 H -3.66232 -0.09566 -1.19115  0.299
15 H 0.42098 -1.42362 -0.73550  0.323
16 H 1.01926 -1.82201 0.89343  0.504
17 H 2.04659 -2.24695 -0.44678  0.378
18 H 3.52536 1.19857 -1.38884  0.313
19 H 4.19528 -0.25891 -0.47641  0.383
20 H 3.01127 -0.48006 -1.74996  0.353
21 H -0.45529 -0.21724 0.80881  -0.017
22 H 2.45110 0.70767 2.18912  0.316
23 H -4.52599 -0.33703 0.77298  0.270

Forces on atoms 1 to 2 (eV/Å):
C -0.1 1.9 1.4
C 0.0 0.9 -2.3

Charge   0
Electronic energy   -21759.1952 eV
Frontier orbital gap   8.9 eV
HOMO energy   -0.3055 Ha

=====

Below is a molecular structure, C5H13N2O4, with properties calculated with the ωB97M-V functional and the def2-TZVPD basis.

Each line ends with the Mulliken charge.
Geometry (Å):
1 C 0.34779 0.65600 -0.17220  -0.204
2 C -0.89613 -0.83420 0.32761  0.004
3 C -0.35276 -0.41234 -0.99628  1.489
4 C 1.65801 0.32658 0.43247  -1.154
5 C -2.15762 -0.29150 0.90669  -0.848
6 N -0.10142 1.96898 -0.16193  -0.566
7 N 2.65968 0.03990 -0.67107  -0.209
8 O -0.19304 -1.78308 1.01106  -0.568
9 O -1.32947 0.04507 -1.85499  -0.553
10 O 0.54999 -1.29120 -1.61605  -0.583
11 O -1.82074 0.36127 2.12344  -0.536
12 H 1.59938 -0.59444 1.02655  0.344
13 H 2.01250 1.15243 1.04860  0.480
14 H -2.84767 -1.12606 1.09728  0.473
15 H -2.62799 0.39457 0.19465  0.362
16 H -0.89553 2.11238 -0.77316  0.301
17 H -0.29575 2.34287 0.76068  0.266
18 H 2.82582 0.88384 -1.22913  0.360
19 H 2.16511 -0.66847 -1.26287  0.319
20 H 3.54903 -0.32459 -0.31615  0.363
21 H -0.43283 -1.72272 1.94705  0.381
22 H -0.93518 0.30812 -2.69708  0.407
23 H 0.14375 -2.16331 -1.70894  0.344
24 H -2.62491 0.61990 2.58377  0.326

Forces on atoms 1 to 2 (eV/Å):
C -1.4 -2.0 0.3
C 1.4 1.8 -0.5

Charge   +1
Electronic energy   -16558.0254 eV
Frontier orbital gap   8.0 eV
HOMO energy   -0.4048 Ha

=====

Below is a gas-phase ion, C5H13N2S (charge -1), with properties calculated with the ωB97M-V functional and the def2-TZVPD basis.

Each line ends with the Mulliken charge.
Geometry (Å):
1 N -2.57236 -2.51837 -0.94179  -0.568
2 C -2.89561 -1.14561 -0.53954  -0.592
3 C -1.69922 -0.41949 0.11589  -0.491
4 N -1.01890 0.44288 -0.87763  -0.451
5 C -0.22347 1.51888 -0.18932  -0.630
6 C 1.24330 1.47561 -0.50848  -0.641
7 C 1.91696 0.18555 -0.07660  -0.460
8 S 2.72248 0.32098 1.56859  -0.711
9 H -3.29310 -3.10908 -0.57464  0.206
10 H -1.68738 -2.84438 -0.61428  0.252
11 H -3.22724 -0.53827 -1.39809  0.274
12 H -3.83040 -1.13303 0.03697  0.314
13 H -0.97331 -1.08045 0.60092  0.337
14 H -2.09875 0.18697 0.92874  0.359
15 H -0.36844 -0.18660 -1.34272  0.317
16 H -0.52589 1.55042 0.86783  0.282
17 H -0.75786 2.43320 -0.47824  0.348
18 H 1.72791 2.31204 0.00548  0.343
19 H 1.35708 1.67242 -1.58209  0.280
20 H 2.71821 -0.14556 -0.74426  0.224
21 H 1.25439 -0.67654 0.04214  0.005

Forces on atoms 1 to 2 (eV/Å):
N -0.9 0.3 -0.6
C 0.2 0.3 -0.2

Charge   -1
Electronic energy   -19211.1091 eV
Frontier orbital gap   5.7 eV
SMILES   NCCNCCC[S-]
HOMO energy   -0.0846 Ha

=====

Below is a molecular structure, C5H13N2S, with properties calculated with the ωB97M-V functional and the def2-TZVPD basis.

Each line ends with the Mulliken charge.
Geometry (Å):
1 C 2.53160 0.27509 0.45635  -0.377
2 C 1.55318 -0.79846 0.86949  -0.697
3 C -0.72012 -0.07815 0.26116  0.640
4 C -0.55137 -0.36673 -1.12524  -1.255
5 C -3.38556 -0.24759 -0.78677  -0.990
6 N 1.97642 1.55763 0.07153  -0.547
7 N 0.26623 -0.21522 1.12486  -0.209
8 S -2.45164 -0.12775 0.74699  0.093
9 H 3.22257 0.45740 1.38664  0.285
10 H 3.02474 -0.17231 -0.40575  0.332
11 H 1.58218 -1.63097 0.14935  0.347
12 H 1.78924 -1.16613 1.85779  0.367
13 H 0.36707 -0.49109 -1.49760  0.434
14 H -1.04807 0.54067 -1.54379  0.306
15 H -1.21707 -1.24094 -1.34923  0.342
16 H -4.46082 -0.01683 -0.37461  0.339
17 H -3.32376 -1.26157 -1.09865  0.396
18 H -3.24775 0.51815 -1.49572  0.398
19 H 2.64844 2.33874 -0.29361  0.259
20 H 0.24663 0.21071 1.98555  0.328
21 H 1.19785 1.91533 1.06124  0.209

Forces on atoms 1 to 2 (eV/Å):
C 2.8 1.3 1.6
C 0.0 0.1 -0.1

Charge   +1
Electronic energy   -19201.8190 eV
Frontier orbital gap   8.5 eV
HOMO energy   -0.4707 Ha

=====

Below is a gas-phase ion, C5H13N2S2 (charge +1), with properties calculated with the ωB97M-V functional and the def2-TZVPD basis.

Each line ends with the Mulliken charge.
Geometry (Å):
1 C 1.14671 -1.12631 0.62443  -0.671
2 C 0.97796 1.20982 0.30782  0.094
3 C -1.52244 -1.47291 -0.51600  0.583
4 C 1.13582 2.59109 1.06001  -1.137
5 C -0.95220 -1.68996 -1.88091  -1.441
6 N 1.24538 0.12068 1.18501  -0.137
7 N -0.30167 0.98449 -0.37197  -0.424
8 S -0.64325 -1.77446 0.89478  0.006
9 S -3.25584 -1.17035 -0.36782  -0.072
10 H 1.14439 -1.27375 -0.38117  0.330
11 H 1.67255 -2.02964 1.05560  0.453
12 H 1.76674 1.16259 -0.46619  0.284
13 H 0.20957 2.73408 1.72443  0.312
14 H 1.01910 3.25391 0.13139  0.306
15 H 2.12123 2.86851 1.62034  0.362
16 H -0.43079 -2.68253 -2.01188  0.356
17 H -0.21618 -1.04592 -2.14164  0.380
18 H -1.74272 -1.56651 -2.51945  0.492
19 H 1.66648 0.15703 2.07708  0.237
20 H -1.10309 0.75731 0.12690  0.267
21 H -0.44206 1.73727 -0.97409  0.192
22 H -3.49567 -1.74443 0.82335  0.228

Forces on atoms 1 to 2 (eV/Å):
C 0.0 -2.2 2.8
C 1.0 1.1 1.0

Charge   +1
Electronic energy   -30037.6262 eV
Frontier orbital gap   7.8 eV
HOMO energy   -0.4830 Ha

=====

Below is 2 unconnected molecules or ions with the total composition C5H13N3, with properties calculated with the ωB97M-V functional and the def2-TZVPD basis.

Each line ends with the Mulliken charge.
Geometry (Å):
1 H -0.83036 1.11600 0.66216  0.255
2 N -0.26645 0.49116 1.23809  -0.597
3 C -0.62214 -0.73747 1.13871  -0.416
4 C -1.44058 -1.37597 0.04094  0.570
5 C -2.40405 -0.43456 -0.66722  -1.547
6 N -0.37277 -1.80242 -0.85572  -0.800
7 H -0.04571 -1.44567 1.73295  0.409
8 H -1.98898 -2.23625 0.44150  0.397
9 H -2.91704 -0.98073 -1.45599  0.366
10 H -3.13849 -0.02343 0.02634  0.357
11 H -1.86794 0.38839 -1.14140  0.302
12 H 0.48701 -0.94210 -1.04721  0.355
13 H 0.05966 -2.64860 -0.49315  0.247
14 H 1.25469 0.83685 -1.69857  0.224
15 N 1.48006 0.12221 -1.00842  -0.548
16 C 1.76710 0.60197 0.16330  0.286
17 C 2.10525 2.03002 0.44848  -1.147
18 H 2.16624 -0.12014 0.87065  0.304
19 H 1.74214 2.29048 1.44196  0.321
20 H 3.18778 2.16670 0.43800  0.328
21 H 1.64456 2.70359 -0.27539  0.334

Forces on atoms 1 to 2 (eV/Å):
H -0.1 -0.2 -0.2
N -0.6 -0.6 0.6

Charge   0
Electronic energy   -9864.0424 eV
Frontier orbital gap   9.3 eV
SMILES   [H]/N=C\[C@@H](C)N.[H]/N=C\C
HOMO energy   -0.3019 Ha

=====

Below is 2 unconnected molecules or ions with the total composition C5H13N3, with properties calculated with the ωB97M-V functional and the def2-TZVPD basis.

Each line ends with the Mulliken charge.
Geometry (Å):
1 H 0.43821 -0.48972 -1.99518  0.249
2 N -0.17653 -1.12708 -1.49776  -0.961
3 C -0.47220 -0.78471 -0.30149  0.969
4 C -1.25626 -1.72105 0.57068  -1.412
5 C -1.22940 0.86903 -0.03403  0.013
6 N -1.43036 1.42198 -1.25411  -0.381
7 N -1.54132 1.27936 1.12172  -0.601
8 H -1.94797 2.21750 1.15142  0.231
9 H -2.26952 -1.81499 0.18050  0.358
10 H -1.31912 -1.32693 1.58228  0.343
11 H -0.79750 -2.70893 0.55113  0.384
12 H -1.96809 2.26966 -1.35282  0.219
13 H -1.40064 0.79455 -2.04884  0.256
14 C 1.48752 -0.34489 0.81474  -0.273
15 C 2.41427 0.53993 0.01176  -1.021
16 H 1.67947 -1.40473 0.67364  0.345
17 H 1.49972 -0.12817 1.88259  0.355
18 H 0.31984 0.15448 0.55000  0.040
19 H 3.46065 0.31898 0.22953  0.377
20 H 2.24505 1.59744 0.22267  0.279
21 H 2.26418 0.38831 -1.05842  0.230

Forces on atoms 1 to 2 (eV/Å):
H -0.5 0.4 -0.2
N 1.4 -0.4 0.8

Charge   0
Electronic energy   -9862.6698 eV
Frontier orbital gap   9.2 eV
SMILES   [H]/N=C(C)\C(N)=N\[H].CC
HOMO energy   -0.3025 Ha

=====

Below is a single C5H13N3 molecule, with properties calculated with the ωB97M-V functional and the def2-TZVPD basis.

Each line ends with the Mulliken charge.
Geometry (Å):
1 C 1.95470 0.97970 -1.68715  -1.250
2 C 1.51688 0.40352 -0.34913  -0.444
3 N 0.08444 -0.09438 -0.39527  0.010
4 C -0.96010 0.89244 -0.18724  -0.680
5 C -1.54095 0.55580 1.28009  -0.517
6 N -0.55527 -0.31695 1.81455  -0.460
7 N -0.04223 -1.11108 0.69958  -0.141
8 C -0.92347 -2.24964 0.24333  -0.715
9 H 1.10837 1.46188 -2.06502  0.341
10 H 2.78218 1.58818 -1.58933  0.420
11 H 2.17655 0.25814 -2.49591  0.292
12 H 2.10983 -0.40703 -0.11276  0.474
13 H 1.65244 1.17524 0.50845  0.265
14 H -1.72624 0.89905 -0.97293  0.328
15 H -0.54128 1.97357 -0.20032  0.307
16 H -1.77524 1.35055 1.84362  0.495
17 H -2.34968 -0.18264 1.35523  0.161
18 H 0.25883 0.16151 2.28541  0.307
19 H -0.35813 -3.22689 0.25483  0.252
20 H -1.91938 -2.21664 0.65619  0.254
21 H -0.95226 -1.89432 -0.88623  0.303

Forces on atoms 1 to 2 (eV/Å):
C -1.1 -2.1 -0.1
C -1.9 1.9 0.5

Charge   0
Electronic energy   -9862.5329 eV
Frontier orbital gap   9.8 eV
SMILES   CCN1CCNN1C
HOMO energy   -0.3214 Ha

=====

Below is a single C5H13N3 molecule, with properties calculated with the ωB97M-V functional and the def2-TZVPD basis.

Each line ends with the Mulliken charge.
Geometry (Å):
1 C -0.01690 -0.16106 -1.18459  -0.942
2 C 0.19414 1.57387 0.61492  -1.038
3 C -0.85602 0.84576 -0.24960  0.486
4 C -1.80566 -0.03531 0.52933  -1.279
5 C 0.64266 -1.88068 0.53327  -0.755
6 N 0.95867 -0.84224 -0.34985  0.409
7 N 1.77473 0.02188 0.35317  -0.493
8 N 2.75982 0.68231 -0.42406  -0.558
9 H -0.57026 -0.87443 -1.66104  0.560
10 H 0.63269 0.38569 -1.93294  0.220
11 H 0.57894 2.46833 0.21664  0.356
12 H -0.02308 1.35252 1.58626  0.368
13 H -1.36391 1.50800 -1.06654  0.389
14 H -2.62640 0.55258 0.95673  0.330
15 H -1.17356 -0.47128 1.33007  0.231
16 H -2.27433 -0.90432 0.02085  0.308
17 H 1.57252 -2.21964 1.02552  0.254
18 H -0.00991 -1.55218 1.32340  0.356
19 H 0.32830 -2.68230 -0.07368  0.327
20 H 2.51440 1.35100 -1.05920  0.200
21 H 3.40909 1.14561 0.16795  0.271

Forces on atoms 1 to 2 (eV/Å):
C 3.1 2.1 1.4
C -0.6 -3.7 -3.3

Charge   0
Electronic energy   -9860.9417 eV
Frontier orbital gap (alpha / beta)   8.6 / 8.6 eV
HOMO energy (alpha / beta)   -0.2775 / -0.2775 Ha

=====

How do the records compare in F_max? In the order shown, they have 2.1; 1.9; 6.3; 5.5; 2.5; 2.1; 5.7; 3.6; 3.1; 5.0; 4.8; 5.0 eV Å⁻¹.